No. 1
115
Properties=species:S:1:pos:R:3:lowdin_spin:R:1 method="wB97M-V/def2-TZVPD" e_lumo_ha="0.009 / 0.009" homo_lumo_gap_ev="7.08 / 7.22" e_tot_ha=-4954.3112 multiplicity=2 fmax_ev_per_a=1.234
Ti -0.535 1.208 0.522 1.00
C 0.519 4.833 -0.022 0.00
C -0.107 4.431 1.271 0.01
C -0.405 5.273 2.353 0.00
C -0.927 4.450 3.326 0.00
C -1.419 4.799 4.691 0.00
N -0.940 3.194 2.838 0.00
N -0.434 3.180 1.566 0.01
B -1.244 1.888 3.596 0.00
N -2.430 1.161 2.947 0.00
N -2.386 0.830 1.632 0.01
C -3.574 0.305 1.323 0.01
C -3.912 -0.163 -0.045 0.00
C -4.397 0.315 2.454 0.00
C -3.630 0.875 3.464 0.00
C -3.994 1.131 4.889 0.00
N 0.035 1.024 3.606 0.00
N 0.823 0.943 2.487 0.00
C 2.052 0.660 2.919 0.00
C 3.282 0.701 2.073 0.00
C 2.048 0.482 4.309 0.00
C 0.755 0.726 4.704 0.00
C 0.170 0.703 6.076 0.00
H 1.536 5.194 0.153 0.00
H 0.532 4.004 -0.723 0.00
H -0.046 5.644 -0.484 0.00
H -0.261 6.340 2.412 0.00
H -1.319 5.871 4.847 0.00
H -2.469 4.533 4.821 0.00
H -0.849 4.285 5.467 0.00
H -1.546 2.144 4.724 0.00
H -3.560 0.561 -0.779 0.00
H -3.437 -1.119 -0.269 0.00
H -4.989 -0.294 -0.146 0.00
H -5.424 -0.010 2.516 0.00
H -4.997 0.750 5.081 0.00
H -3.298 0.639 5.572 0.00
H -3.985 2.195 5.128 0.00
H 3.085 1.174 1.115 0.00
H 4.032 1.302 2.590 0.00
H 3.709 -0.283 1.892 0.00
H 2.890 0.233 4.935 0.00
H 0.861 0.206 6.756 0.00
H -0.018 1.709 6.455 0.00
H -0.773 0.156 6.091 0.00
C 1.712 -1.834 -7.535 0.00
S 0.081 -1.074 -7.552 0.00
C 0.246 0.035 -6.141 0.00
C 0.469 -0.656 -4.803 0.00
C 0.373 0.345 -3.661 0.00
N 0.610 -0.289 -2.351 0.00
P 1.578 0.474 -1.140 0.02
C 2.828 1.432 -2.032 0.00
C 3.464 0.973 -3.190 0.00
C 4.433 1.743 -3.809 0.00
C 4.785 2.979 -3.274 0.00
C 4.163 3.440 -2.126 0.00
C 3.181 2.671 -1.512 0.00
C 2.538 -0.964 -0.499 0.00
C 1.947 -1.691 0.532 0.00
C 2.576 -2.789 1.097 0.00
C 3.834 -3.165 0.646 0.00
C 4.451 -2.434 -0.360 0.00
C 3.808 -1.341 -0.926 0.00
P -0.733 -0.932 -1.464 0.00
C -0.235 -2.680 -1.248 0.00
C 0.738 -3.300 -2.026 0.00
C 1.102 -4.614 -1.773 0.00
C 0.494 -5.320 -0.742 0.00
C -0.479 -4.708 0.035 0.00
C -0.840 -3.392 -0.218 0.00
C -2.092 -1.157 -2.699 0.00
C -2.445 -2.436 -3.140 0.00
C -3.460 -2.617 -4.070 0.00
C -4.143 -1.526 -4.584 0.00
C -3.812 -0.253 -4.143 0.00
C -2.805 -0.069 -3.208 0.00
H 1.815 -2.412 -8.452 0.00
H 1.848 -2.507 -6.689 0.00
H 2.494 -1.073 -7.522 0.00
H -0.689 0.601 -6.109 0.00
H 1.045 0.755 -6.341 0.00
H 1.454 -1.134 -4.775 0.00
H -0.271 -1.449 -4.677 0.00
H -0.592 0.851 -3.665 0.00
H 1.099 1.141 -3.807 0.00
H 3.191 0.010 -3.607 0.00
H 4.916 1.383 -4.709 0.00
H 5.542 3.581 -3.761 0.00
H 4.429 4.404 -1.711 0.00
H 2.682 3.043 -0.625 0.00
H 0.984 -1.402 0.931 0.00
H 2.082 -3.331 1.894 0.00
H 4.339 -4.015 1.087 0.00
H 5.441 -2.710 -0.703 0.00
H 4.320 -0.779 -1.695 0.00
H 1.228 -2.738 -2.811 0.00
H 1.870 -5.086 -2.374 0.00
H 0.788 -6.343 -0.539 0.00
H -0.945 -5.243 0.854 0.00
H -1.568 -2.907 0.424 0.00
H -1.932 -3.310 -2.774 0.00
H -3.705 -3.620 -4.397 0.00
H -4.926 -1.666 -5.318 0.00
H -4.342 0.611 -4.525 0.00
H -2.574 0.929 -2.858 0.00
N -1.331 -2.922 5.569 0.00
C -1.718 -2.532 4.323 0.00
N -3.050 -2.378 4.155 0.00
S -0.618 -2.265 3.109 0.00
H -1.991 -3.375 6.178 0.00
H -0.369 -3.202 5.653 0.00
H -3.648 -2.295 4.962 0.00
H -3.341 -1.869 3.333 0.00
S -1.344 2.221 -1.247 -0.09

***

No. 2
14
Properties=species:S:1:pos:R:3:mulliken_charge:R:1 method="wB97M-V/def2-TZVPD" e_lumo_ha=0.007 homo_lumo_gap_ev=9.52 e_tot_ha=-341.5807 de_lowest_ev=3.8593 multiplicity=1 fmax_ev_per_a=7.640
C -1.585 -0.829 -0.085 -0.23
C -1.714 0.755 0.140 -0.56
C -0.135 0.854 -0.207 0.21
C 1.962 0.692 0.021 -0.07
C 2.081 -0.645 0.047 -0.08
C -0.068 -0.598 -0.118 0.35
H -2.059 -0.878 -1.283 0.21
H -1.792 -1.696 0.755 0.27
H -2.630 0.992 -0.554 0.32
H -2.039 0.884 1.344 0.21
H 3.011 1.243 -0.020 0.25
H 3.110 -0.980 0.232 0.36
N 0.849 1.590 -0.159 -0.58
N 1.009 -1.383 -0.113 -0.66

***

No. 3
96
Properties=species:S:1:pos:R:3:mulliken_charge:R:1 method="wB97M-V/def2-TZVPD" e_lumo_ha="0.002 / 0.022" homo_lumo_gap_ev="4.57 / 5.22" e_tot_ha=-2649.7179 multiplicity=1 fmax_ev_per_a=3.035
Mg -0.176 1.080 -1.228 1.01
C -1.821 0.876 -6.572 -0.37
C -1.849 -0.442 -6.292 -0.13
C -1.097 -1.463 -7.097 -0.88
C 0.311 -1.072 -7.585 -1.29
C 1.164 -0.265 -6.642 0.02
C 1.196 1.070 -6.637 -0.73
C 0.336 1.916 -7.526 -1.11
C -1.099 1.421 -7.770 -1.03
C 1.081 0.253 1.501 -0.76
H -2.442 1.591 -6.030 0.47
H -2.553 -0.824 -5.553 0.57
H -1.675 -1.738 -7.996 0.40
H -1.001 -2.397 -6.530 0.30
H 0.864 -2.001 -7.824 0.45
H 0.235 -0.550 -8.553 0.35
H 1.891 -0.867 -6.074 0.95
H 2.021 1.629 -6.191 0.78
H 0.833 2.033 -8.509 0.32
H 0.286 2.926 -7.105 0.40
H -1.672 2.275 -8.176 0.51
H -1.087 0.688 -8.592 0.31
H 1.261 1.339 1.395 0.19
H 1.163 -0.271 0.533 0.22
H 1.902 -0.153 2.117 0.33
P -1.692 -0.637 -2.119 0.37
P 1.805 -0.016 -2.195 0.58
C -0.579 -0.876 -3.495 -0.36
C 0.789 -0.669 -3.532 -0.43
C -2.600 -2.146 -1.803 0.13
C -3.008 -2.999 -2.836 0.01
C -3.726 -4.159 -2.538 -0.56
C -4.003 -4.500 -1.209 -0.64
C -3.561 -3.663 -0.174 -0.47
C -2.831 -2.510 -0.457 -0.26
C -2.868 0.704 -2.499 0.81
C -2.380 2.034 -2.505 0.04
C -3.293 3.097 -2.600 -0.83
C -4.671 2.867 -2.688 -0.66
C -5.143 1.547 -2.720 -0.62
C -4.253 0.471 -2.620 -0.56
C 3.251 -1.027 -1.805 0.38
C 3.035 -2.270 -1.150 -0.61
C 4.120 -3.092 -0.828 -0.56
C 5.433 -2.671 -1.104 -0.45
C 5.656 -1.406 -1.674 -0.59
C 4.580 -0.572 -1.991 -0.43
C 2.345 1.710 -2.429 0.43
C 2.460 2.659 -1.378 0.06
C 2.884 3.959 -1.678 -0.69
C 3.115 4.352 -3.003 -0.57
C 2.962 3.423 -4.042 -0.28
C 2.580 2.115 -3.752 -0.74
H -1.052 -1.281 -4.396 -0.36
H 1.302 -1.012 -4.436 0.35
H -2.747 -2.770 -3.874 0.11
H -4.068 -4.809 -3.340 0.42
H -4.552 -5.421 -0.972 0.35
H -3.782 -3.922 0.863 0.41
H -2.415 -1.887 0.347 0.21
H -1.288 2.265 -2.450 0.08
H -2.922 4.125 -2.592 0.40
H -5.365 3.712 -2.753 0.36
H -6.216 1.365 -2.814 0.40
H -4.634 -0.550 -2.598 0.40
H 2.015 -2.574 -0.911 0.44
H 3.947 -4.074 -0.368 0.36
H 6.275 -3.323 -0.855 0.35
H 6.685 -1.079 -1.870 0.36
H 4.758 0.425 -2.388 0.38
H 2.217 2.385 -0.346 0.08
H 3.033 4.683 -0.872 0.38
H 3.415 5.382 -3.227 0.36
H 3.155 3.720 -5.079 0.41
H 2.401 1.385 -4.534 0.04
C -2.736 1.007 4.450 -1.80
C -1.380 0.511 4.028 1.30
C -0.386 1.211 4.972 -1.97
O -1.105 0.943 2.678 -0.57
B -0.255 -0.061 2.230 0.69
O -0.544 -1.327 2.715 -0.53
C -1.246 -1.085 3.949 1.87
C -0.512 -1.763 5.096 -1.81
C -2.584 -1.813 3.916 -2.08
H -2.897 0.718 5.492 0.37
H -3.552 0.612 3.831 0.31
H -2.743 2.103 4.415 0.48
H -0.514 2.296 4.836 0.51
H -0.651 0.984 6.013 0.41
H 0.667 0.965 4.794 0.31
H -1.088 -1.579 6.012 0.38
H -0.511 -2.850 4.914 0.49
H 0.517 -1.411 5.228 0.30
H -3.260 -1.445 3.135 0.31
H -2.394 -2.887 3.759 0.56
H -3.056 -1.703 4.903 0.43

***

No. 4
13
Properties=species:S:1:pos:R:3:mulliken_charge:R:1 method="wB97M-V/def2-TZVPD" e_lumo_ha=0.038 homo_lumo_gap_ev=9.78 e_tot_ha=-534.4563 de_lowest_ev=1.9965 multiplicity=1 fmax_ev_per_a=2.109
N 0.004 2.318 1.859 -0.64
H 0.419 2.965 2.505 0.20
H 2.007 -2.065 -2.691 -0.07
H -0.996 2.399 1.753 0.20
H 0.178 1.342 2.041 0.20
C -0.503 -1.347 -0.269 -0.36
C -0.582 0.089 -0.579 -0.46
S -2.176 -0.731 -0.766 -0.13
H 2.591 -2.317 -2.335 0.08
H -0.525 -1.725 0.749 0.25
H -0.180 -2.122 -0.940 0.27
H -0.151 0.759 0.164 0.23
H -0.088 0.436 -1.491 0.23

***

No. 5
24
Properties=species:S:1:pos:R:3:mulliken_charge:R:1 method="wB97M-V/def2-TZVPD" e_lumo_ha=0.017 homo_lumo_gap_ev=8.97 e_tot_ha=-1326.2219 de_lowest_ev=0.8944 multiplicity=1 fmax_ev_per_a=3.411
C -1.889 2.797 0.188 -1.12
C -1.434 2.828 -1.268 -0.36
C 0.526 0.828 -0.602 0.54
C 1.903 -0.703 0.388 0.40
C 3.547 -2.561 1.508 -0.79
C -0.179 -1.359 0.041 0.55
C -1.316 -2.081 -0.051 -0.78
C -2.193 -1.272 -0.736 -0.30
H -2.879 3.147 0.234 0.39
H -1.900 1.847 0.662 0.34
H -1.281 3.491 0.813 0.29
H -1.447 3.877 -1.643 0.36
H -1.994 2.140 -1.893 0.30
H 4.569 -2.805 1.836 0.33
H 3.261 -3.174 0.644 0.26
H 2.819 -2.647 2.342 0.26
H -1.427 -3.062 0.449 0.37
H -3.188 -1.552 -1.167 0.39
N 1.705 0.552 -0.148 -0.51
N 1.008 -1.576 0.532 -0.43
N -1.662 -0.124 -1.104 -0.97
N -0.468 -0.119 -0.491 0.64
S 0.321 2.410 -1.401 -0.12
S 3.598 -0.881 0.869 -0.04

***

No. 6
94
Properties=species:S:1:pos:R:3:mulliken_charge:R:1 method="wB97M-V/def2-TZVPD" e_lumo_ha=0.056 homo_lumo_gap_ev=5.95 charge=-1 e_tot_ha=-2305.7967 multiplicity=1 fmax_ev_per_a=5.262
Y 0.689 -0.013 0.079 0.45
C -1.372 -5.131 3.834 -1.11
N -0.536 -3.967 3.483 0.21
C -0.729 -3.442 2.035 0.32
C -0.209 -4.357 0.936 -0.54
C 0.384 -3.486 -0.218 -0.94
N -0.381 -2.218 -0.241 1.34
C -1.560 -2.393 -0.759 -0.81
C -2.738 -1.608 -0.679 1.20
C -4.004 -1.992 -1.228 -0.92
C -5.055 -1.162 -1.232 -0.66
C -5.004 0.078 -0.551 -0.80
C -3.761 0.538 -0.192 -0.79
C -2.593 -0.247 -0.158 0.47
O -1.531 0.178 0.380 0.62
C 0.792 -3.844 4.119 -1.23
C 1.942 -3.177 3.339 -0.29
C 2.066 -1.686 3.164 -0.89
N 2.317 -1.262 1.753 0.59
C 3.430 -1.872 1.373 -0.50
C 4.173 -1.668 0.147 0.49
C 5.581 -1.753 0.109 -0.51
C 6.308 -1.636 -1.054 -0.89
C 5.592 -1.476 -2.245 -0.34
C 4.258 -1.270 -2.274 -1.13
C 3.540 -1.229 -1.050 -0.09
O 2.341 -0.803 -1.130 0.42
H -2.244 -5.151 3.166 0.31
H -1.679 -5.176 4.829 0.39
H -0.850 -6.094 3.671 0.36
H -0.211 -2.519 2.040 -1.10
H -1.796 -3.167 1.987 0.62
H -1.003 -4.930 0.435 0.32
H 0.575 -4.889 1.441 0.56
H 0.312 -4.046 -1.195 0.41
H 1.408 -3.160 -0.064 -0.16
H -1.701 -3.395 -1.305 0.00
H -4.057 -3.029 -1.598 0.32
H -6.030 -1.423 -1.627 0.36
H -5.893 0.661 -0.407 0.45
H -3.665 1.597 0.127 0.31
H 1.077 -4.920 4.300 0.39
H 0.610 -3.456 5.106 0.38
H 2.107 -3.727 2.407 0.31
H 2.954 -3.399 3.932 0.47
H 2.800 -1.221 3.863 0.33
H 1.151 -1.173 3.438 0.08
H 3.942 -2.483 2.094 0.45
H 6.120 -1.698 1.105 0.22
H 7.365 -1.630 -0.932 0.39
H 6.019 -1.369 -3.223 0.37
H 3.752 -1.036 -3.198 0.42
N -3.735 7.475 -6.358 -0.57
C -3.404 6.627 -5.596 0.00
C -2.942 5.639 -4.702 0.76
C -3.130 5.677 -3.296 -0.94
C -2.480 4.688 -2.574 -0.55
C -1.593 3.791 -3.226 -0.15
C -1.459 3.756 -4.632 -0.81
C -2.192 4.685 -5.383 -0.86
C -0.882 2.829 -2.338 1.82
C -0.284 3.341 -1.173 -0.66
C 0.011 4.813 -0.977 -1.45
C 0.616 4.852 0.265 -1.38
C 0.817 3.513 0.686 -0.54
N 0.241 2.593 -0.127 1.17
C -0.567 1.477 -2.851 -0.08
C -1.080 0.945 -4.060 -0.40
C -0.404 -0.278 -4.361 -1.63
C 0.407 -0.492 -3.238 -0.24
N 0.315 0.543 -2.304 0.14
H -3.789 6.384 -2.818 0.44
H -2.549 4.878 -1.517 0.61
H -0.628 3.195 -5.068 0.66
H -2.363 4.625 -6.468 0.36
H -0.381 5.550 -1.580 0.83
H 0.945 5.718 0.881 0.35
H 1.154 3.114 1.599 0.67
H -1.794 1.378 -4.735 0.83
H -0.699 -1.053 -5.145 0.22
H 1.156 -1.259 -3.080 0.43
N 3.740 2.023 0.562 -1.08
C 2.653 1.661 0.230 0.65
C 1.323 2.170 4.546 -0.78
N -0.081 1.965 4.294 -0.22
C -0.515 1.294 3.192 0.15
N -1.875 1.129 2.941 -0.48
O 0.359 0.739 2.426 0.05
H 1.697 3.144 4.122 0.27
H 1.899 1.417 4.016 0.14
H 1.577 2.018 5.580 0.40
H -0.682 2.336 5.038 0.25
H -2.470 1.903 3.186 0.29
H -1.934 0.927 1.913 -0.29

***

No. 7
143
Properties=species:S:1:pos:R:3:mulliken_charge:R:1 method="wB97M-V/def2-TZVPD" e_lumo_ha=0.132 homo_lumo_gap_ev=5.22 charge=-2 e_tot_ha=-3007.6171 de_lowest_ev=1.0077 multiplicity=1 fmax_ev_per_a=1.031
Rb -0.120 -0.227 0.082 0.61
C 2.008 -1.907 -1.704 -0.89
O 1.600 -0.584 -2.045 -0.72
C 2.485 0.472 -2.062 0.94
C 2.084 1.552 -2.871 0.19
C 0.749 1.622 -3.605 -0.96
C -0.040 2.869 -3.260 -0.47
C -0.393 3.857 -4.153 -0.60
C -1.147 4.985 -3.778 -0.19
C -1.553 5.064 -2.443 0.00
C -1.230 4.093 -1.505 -0.04
C -1.719 4.125 -0.070 -0.95
C -0.619 3.918 0.956 -0.21
C 0.426 4.833 1.009 -0.12
C 1.525 4.651 1.838 0.13
C 1.560 3.509 2.629 -0.94
C 0.562 2.551 2.578 0.65
C 0.797 1.217 3.264 -0.64
C 2.133 0.574 2.914 0.76
C 2.864 -0.101 3.867 -1.30
C 4.022 -0.833 3.561 0.67
C 4.395 -0.870 2.217 -0.52
C 3.710 -0.197 1.213 0.03
C 4.191 -0.375 -0.231 -1.44
C 3.667 0.575 -1.309 0.23
C 4.473 1.700 -1.511 -0.61
C 4.141 2.744 -2.356 -0.56
C 2.918 2.647 -3.007 -0.74
C 5.060 3.937 -2.622 2.52
C 4.299 5.256 -2.431 -1.50
C 5.564 3.860 -4.071 -1.98
C 6.273 3.953 -1.691 -2.14
C 2.581 0.622 1.539 0.37
O 1.971 1.310 0.679 -0.78
C 4.759 -1.583 4.668 2.32
C 5.212 -0.603 5.760 -1.74
C 3.830 -2.634 5.297 -1.49
C 5.999 -2.310 4.147 -2.19
C -0.557 2.799 1.782 -0.29
O -1.547 1.827 1.711 0.42
C -2.552 1.973 2.686 -1.07
C 2.750 5.560 1.796 2.81
C 3.944 4.730 1.296 -1.38
C 2.556 6.748 0.853 -2.50
C 3.054 6.103 3.198 -2.00
C -0.442 2.968 -1.888 -0.36
O -0.102 2.073 -1.069 0.62
C -1.466 6.059 -4.817 2.36
C -2.295 7.204 -4.233 -2.12
C -0.164 6.659 -5.370 -1.73
C -2.263 5.454 -5.984 -1.74
H 2.922 -2.167 -2.245 0.34
H 1.198 -2.574 -1.991 0.32
H 2.159 -2.019 -0.627 0.01
H 0.157 0.743 -3.350 0.16
H 0.934 1.595 -4.685 0.46
H -0.068 3.753 -5.187 0.40
H -2.145 5.910 -2.106 0.45
H -2.470 3.342 0.076 0.04
H -2.210 5.087 0.116 0.38
H 0.386 5.665 0.315 0.53
H 2.444 3.277 3.214 0.29
H -0.020 0.530 3.013 -0.22
H 0.755 1.353 4.352 0.51
H 2.498 -0.085 4.893 0.36
H 5.258 -1.461 1.918 0.46
H 4.052 -1.416 -0.517 0.50
H 5.277 -0.235 -0.220 0.65
H 5.384 1.749 -0.926 0.40
H 2.568 3.453 -3.645 0.55
H 3.438 5.327 -3.096 0.32
H 4.958 6.106 -2.636 0.54
H 3.934 5.343 -1.407 0.03
H 4.727 3.876 -4.772 0.30
H 6.119 2.933 -4.232 0.40
H 6.222 4.706 -4.297 0.48
H 5.967 3.989 -0.643 0.23
H 6.884 4.836 -1.899 0.46
H 6.899 3.070 -1.834 0.39
H 4.360 -0.069 6.187 0.28
H 5.893 0.141 5.342 0.39
H 5.725 -1.130 6.572 0.44
H 2.936 -2.166 5.713 0.28
H 4.338 -3.175 6.104 0.49
H 3.510 -3.354 4.541 0.08
H 6.707 -1.612 3.695 0.38
H 5.735 -3.060 3.398 0.36
H 6.502 -2.820 4.973 0.45
H -2.123 2.160 3.677 0.36
H -3.116 1.040 2.708 0.16
H -3.228 2.801 2.437 0.22
H 3.690 4.218 0.365 -0.28
H 4.216 3.957 2.016 0.39
H 4.816 5.372 1.132 0.60
H 2.373 6.419 -0.171 0.40
H 3.457 7.368 0.853 0.47
H 1.714 7.370 1.165 0.46
H 3.209 5.292 3.910 0.30
H 2.226 6.717 3.561 0.41
H 3.959 6.720 3.180 0.49
H -1.766 7.703 -3.419 0.38
H -3.251 6.844 -3.846 0.38
H -2.500 7.945 -5.011 0.44
H 0.413 7.116 -4.564 0.33
H -0.374 7.424 -6.128 0.46
H 0.459 5.889 -5.827 0.32
H -3.209 5.046 -5.623 0.36
H -1.711 4.641 -6.457 0.31
H -2.477 6.212 -6.746 0.46
C -4.768 1.358 -1.650 -1.33
C -3.442 1.078 -1.272 -0.83
N -3.133 0.185 -0.360 0.55
C -4.122 -0.485 0.251 0.00
C -5.475 -0.313 -0.082 1.25
C -5.782 0.650 -1.059 -0.73
C -6.475 -1.125 0.555 -1.03
C -6.129 -2.062 1.462 -0.75
C -4.758 -2.250 1.847 1.07
C -4.355 -3.211 2.791 -1.01
C -3.028 -3.319 3.111 -0.57
C -2.112 -2.435 2.512 -0.19
N -2.467 -1.517 1.647 0.64
C -3.757 -1.447 1.279 -0.65
H -4.964 2.113 -2.400 0.52
H -2.610 1.608 -1.727 1.15
H -6.817 0.817 -1.336 0.38
H -7.513 -0.982 0.276 0.35
H -6.885 -2.688 1.924 0.35
H -5.097 -3.859 3.244 0.36
H -2.677 -4.065 3.812 0.44
H -1.050 -2.492 2.724 0.01
N 1.371 -2.712 2.401 0.50
C 1.770 -3.964 1.757 -0.68
C 0.576 -4.793 1.270 -0.50
C 0.084 -4.317 -0.122 0.22
O 0.477 -4.998 -1.096 -0.82
O -0.603 -3.266 -0.149 -0.52
H 2.116 -2.024 2.354 -0.83
H 1.206 -2.866 3.390 0.40
H 2.401 -4.577 2.419 0.32
H 2.394 -3.718 0.894 0.33
H -0.232 -4.722 2.007 0.07
H 0.876 -5.840 1.181 0.47